Computed, not measured: a molecular structure, C4H6N4O, with the ωB97M-V functional and the def2-TZVPD basis.

Geometry as XYZ:
```
15
Properties=species:S:1:pos:R:3:nbo_charge:R:1
C 1.45 0.49 -0.14 0.25
C -0.95 0.23 -0.07 0.22
C -2.16 0.61 -0.02 -0.37
C -2.97 -0.51 -0.12 0.15
H 3.03 -1.62 0.74 0.35
H 3.97 -0.66 -0.65 0.33
H 2.15 1.43 0.35 0.19
H 0.03 2.02 0.43 0.36
H -2.66 1.66 0.01 0.23
H -3.99 -0.49 0.39 0.22
N 3.09 -0.79 0.26 -0.71
N 1.80 -0.79 -0.53 -0.33
N 0.24 0.93 -0.37 -0.53
N -0.86 -1.07 -0.20 -0.11
O -2.15 -1.44 -0.09 -0.24
```

The energy comes out at -449.9711 Eh. For the lowest unoccupied orbital energy, the calculation gives 0.035 eV. The calculation puts the molecular weight at 126.12 g/mol. The relative energy (zero: lowest compared OMol25 entry of this formula, charge and spin) comes out at 199.3 kcal per mole.

***

Computed, not measured: a molecular structure, C5H5O4Rb, with the ωB97M-V functional and the def2-TZVPD basis.

Geometry as XYZ:
```
15
Properties=species:S:1:pos:R:3:nbo_charge:R:1
O 1.78 1.55 0.14 -1.03
C 2.25 0.33 -0.23 -0.13
C 1.30 -0.83 0.08 0.51
O 0.17 -0.54 0.53 -0.69
C -4.12 2.07 0.40 0.20
O -4.62 2.79 -0.47 -0.75
O -5.01 1.15 0.95 -0.83
Rb -0.79 2.58 1.58 0.90
H 3.22 0.06 0.26 0.10
H 2.48 0.24 -1.32 0.13
H -4.56 0.29 0.98 0.47
C 1.63 -2.23 -0.23 -0.50
C 2.35 -2.70 -1.29 -0.61
H 1.18 -2.91 0.51 0.15
H 2.74 -1.85 -1.88 0.09
```

The energy comes out at -518.3910 Eh. For the lowest unoccupied orbital energy, the calculation gives 3.476 eV. The calculation puts the molecular weight at 214.56 g/mol. As for the net charge: -2.

***

Computed, not measured: 6 unconnected molecules or ions with the total composition C48H48ClNO27P2, with the ωB97M-V functional and the def2-TZVPD basis.

Geometry as XYZ:
```
127
Properties=species:S:1:pos:R:3:mulliken_charge:R:1
C -1.32 -4.01 2.69 -0.17
O -0.33 -3.00 2.73 -0.37
C -0.85 -1.73 2.42 -0.30
C 0.29 -0.72 2.48 -0.91
C 0.05 0.54 1.63 -1.11
C 0.74 0.63 0.24 -1.22
C -0.19 0.69 -1.00 2.40
P -0.93 2.38 -0.89 0.78
O 0.06 3.49 -0.95 -0.97
C -1.36 -0.26 -0.90 -0.44
O -2.49 -0.02 -0.56 -0.65
O -1.00 -1.49 -1.34 -0.28
C 0.22 -1.41 -2.12 1.59
C -0.03 -2.20 -3.39 -0.59
C -1.21 -2.87 -3.64 -0.95
C -1.34 -3.59 -4.81 -0.58
C -0.29 -3.62 -5.71 -0.54
N 0.86 -2.98 -5.48 -0.80
C 0.97 -2.30 -4.36 0.18
P 1.40 -2.48 -1.06 -0.11
O 0.82 -2.79 0.25 -0.17
O 2.85 -1.78 -0.99 -0.42
O 1.71 -3.77 -1.94 -0.62
C 0.44 0.17 -2.32 2.46
C 1.92 0.53 -2.55 -1.51
C -0.33 0.53 -3.63 -1.64
C -0.56 2.00 -4.08 -1.17
C 0.53 3.04 -3.85 -0.52
Cl 1.64 3.11 -5.27 -0.23
H -2.01 -3.92 3.54 0.21
H -1.88 -3.98 1.75 0.25
H -0.81 -4.97 2.79 -0.13
H -1.63 -1.46 3.14 0.51
H -1.32 -1.73 1.42 0.14
H 1.22 -1.23 2.22 0.25
H 0.39 -0.38 3.51 0.41
H 0.41 1.40 2.21 0.47
H -1.03 0.68 1.54 0.44
H 1.30 1.57 0.22 0.83
H 1.48 -0.16 0.15 -0.11
H -1.95 2.45 -1.84 -0.09
H -1.62 2.31 0.32 0.17
H -2.03 -2.84 -2.92 0.53
H -2.25 -4.13 -5.03 0.43
H -0.36 -4.18 -6.63 0.41
H 1.93 -1.79 -4.22 0.73
H 3.14 -1.76 -0.07 0.30
H 2.48 -3.70 -2.52 0.38
H 2.36 1.06 -1.70 0.15
H 2.05 1.17 -3.42 0.44
H 2.54 -0.34 -2.73 -0.30
H -1.31 0.05 -3.60 0.20
H 0.24 0.07 -4.43 0.53
H -0.70 1.93 -5.16 0.69
H -1.52 2.37 -3.71 0.38
H 1.16 2.87 -2.99 0.40
H 0.10 4.04 -3.75 0.38
O -3.52 6.90 0.64 -0.67
C -4.39 6.40 -0.05 1.05
C -5.71 6.98 -0.24 -1.12
C -6.59 6.33 -1.01 0.28
O -7.82 6.75 -1.25 -0.58
C -6.26 5.01 -1.68 0.88
O -7.15 4.50 -2.34 -0.63
C -4.94 4.44 -1.50 -0.73
C -4.06 5.10 -0.74 0.05
O -2.82 4.68 -0.51 -0.37
H -5.93 7.92 0.25 0.49
H -8.23 6.08 -1.83 0.38
H -4.71 3.51 -1.99 0.53
H -2.40 5.34 0.08 0.31
O -4.18 10.60 0.45 -0.64
C -3.00 10.91 0.52 1.14
C -1.89 10.00 0.37 -1.03
C -0.65 10.48 0.48 0.42
O 0.44 9.74 0.36 -0.57
C -0.36 11.94 0.77 0.96
O 0.81 12.25 0.86 -0.64
C -1.47 12.85 0.91 -1.02
C -2.72 12.37 0.80 0.29
O -3.81 13.11 0.91 -0.58
H -2.11 8.96 0.17 0.48
H 1.20 10.35 0.49 0.37
H -1.26 13.89 1.11 0.43
H -4.56 12.50 0.78 0.38
O 4.03 -9.99 1.31 -0.64
C 3.07 -9.40 1.78 1.01
C 2.25 -9.88 2.86 -0.96
C 1.22 -9.13 3.28 0.22
O 0.41 -9.49 4.26 -0.57
C 0.89 -7.80 2.64 1.08
O -0.08 -7.20 3.08 -0.53
C 1.72 -7.30 1.57 -1.29
C 2.75 -8.05 1.16 0.23
O 3.58 -7.71 0.19 -0.59
H 2.50 -10.83 3.31 0.44
H -0.25 -8.78 4.37 0.29
H 1.48 -6.34 1.14 0.88
H 4.22 -8.44 0.11 0.37
O -2.51 -3.49 9.35 -0.63
C -2.26 -4.44 8.64 1.05
C -1.90 -4.36 7.24 -0.87
C -1.66 -5.50 6.58 0.00
O -1.33 -5.57 5.31 -0.35
C -1.75 -6.87 7.24 1.12
O -1.51 -7.83 6.53 -0.58
C -2.09 -6.94 8.64 -1.10
C -2.33 -5.80 9.30 0.27
O -2.65 -5.74 10.58 -0.57
H -1.84 -3.39 6.78 0.54
H -1.23 -6.53 5.11 0.29
H -2.14 -7.92 9.11 0.45
H -2.77 -4.79 10.79 0.38
O 4.32 0.60 -4.46 -0.51
C 5.46 0.21 -4.29 1.20
C 5.85 -0.81 -3.34 -1.06
C 7.14 -1.14 -3.25 0.35
O 7.62 -2.06 -2.43 -0.60
C 8.21 -0.48 -4.10 0.97
O 9.35 -0.86 -3.92 -0.63
C 7.82 0.53 -5.05 -0.96
C 6.52 0.86 -5.15 0.12
O 6.04 1.78 -5.97 -0.61
H 5.08 -1.27 -2.73 0.58
H 8.59 -2.08 -2.58 0.38
H 8.58 0.99 -5.66 0.44
H 5.08 1.82 -5.81 0.36
```

Its SMILES is COCCCC[C@]1([PH2]=O)C(=O)O[C@](c2cccnc2)(P(=O)(O)O)[C@@]1(C)CCCCl.O=C1C=C(O)C(=O)C=C1O.O=C1C=C(O)C(=O)C=C1O.O=C1C=C(O)C(=O)C=C1O.O=C1C=C(O)C(=O)C=C1O.O=C1C=C(O)C(=O)C=C1O. The energy comes out at -5087.1023 Eh. For the lowest unoccupied orbital energy, the calculation gives -1.610 eV. The calculation puts the molecular weight at 1168.29 g/mol.

***

Computed, not measured: C3H7NO2 in the gas phase, with the ωB97M-V functional and the def2-TZVPD basis.

Geometry as XYZ:
```
13
Properties=species:S:1:pos:R:3:nbo_charge:R:1
N 0.30 1.02 1.28 -0.85
C 1.13 0.16 0.59 0.68
O 2.21 -0.19 1.03 -0.59
C 0.59 -0.35 -0.74 -0.54
C -0.93 -0.34 -0.89 -0.06
O -1.56 -1.21 0.02 -0.71
H 0.63 1.48 2.11 0.41
H -0.47 1.48 0.80 0.39
H 0.94 -1.38 -0.85 0.25
H 1.07 0.23 -1.53 0.24
H -1.34 0.68 -0.83 0.14
H -1.19 -0.70 -1.89 0.19
H -1.38 -0.89 0.91 0.47
```

Its SMILES is NC(=O)CCO. The energy comes out at -323.7580 Eh. For the lowest unoccupied orbital energy, the calculation gives 0.681 eV. The calculation puts the molecular weight at 89.09 g/mol. The relative energy (zero: lowest compared OMol25 entry of this formula, charge and spin) comes out at 14.4 kcal per mole.

***

Computed, not measured: 2 unconnected molecules or ions with the total composition C5H12O, with the ωB97M-V functional and the def2-TZVPD basis.

Geometry as XYZ:
```
18
Properties=species:S:1:pos:R:3:nbo_charge:R:1
C -0.10 2.28 -1.00 -0.60
C -1.16 1.30 -0.51 -0.46
C -0.64 -0.09 -0.43 0.06
O -1.07 -0.84 0.56 -0.38
C -0.64 -2.03 0.86 -0.12
C 2.10 -0.83 0.98 -0.87
H -0.51 3.30 -1.09 0.21
H 0.28 1.99 -1.99 0.20
H 0.75 2.32 -0.32 0.21
H -2.04 1.36 -1.17 0.20
H -1.50 1.60 0.49 0.22
H -0.28 -0.61 -1.32 0.16
H 1.19 -0.31 0.41 0.21
H -0.16 -2.64 0.09 0.15
H -0.98 -2.43 1.80 0.17
H 2.45 -1.76 0.53 0.21
H 1.95 -0.99 2.05 0.22
H 2.88 -0.09 0.85 0.21
```

The energy comes out at -272.7966 Eh. For the lowest unoccupied orbital energy (spin up / spin down), the calculation gives 0.853 / 0.970 eV. The calculation puts the molecular weight at 88.15 g/mol. The relative energy (zero: lowest compared OMol25 entry of this formula, charge and spin) comes out at 95.4 kcal per mole.

***

Computed, not measured: a molecular structure, C31H32Cl2LuN2O7P3S, with the ωB97M-V functional and the def2-TZVPD basis.

Geometry as XYZ:
```
79
Properties=species:S:1:pos:R:3:mulliken_charge:R:1
Lu -1.44 -1.66 0.40 1.00
O -1.52 -6.20 0.28 -0.55
P -0.72 -4.82 0.01 0.83
O 0.06 -4.85 -1.28 -0.73
O -1.81 -3.77 0.25 -0.62
O 0.31 -4.65 1.23 -0.33
P 1.35 -3.30 1.28 0.47
O 2.45 -3.76 0.19 -0.54
O 1.85 -2.84 2.58 -0.69
O 0.49 -2.17 0.67 -0.07
H -0.94 -7.03 0.31 0.32
H 1.91 -4.13 -0.55 0.37
C 1.77 3.79 4.40 -2.08
C 1.08 2.48 3.94 2.27
C 1.99 1.31 4.35 -1.70
C -0.24 2.37 4.62 -1.61
C 0.87 2.60 2.40 0.12
C 1.28 3.64 1.52 -0.29
C 0.99 3.63 0.15 -1.04
C 0.14 2.63 -0.41 0.94
S -0.62 2.46 -1.93 -0.35
C -1.24 0.85 -1.42 0.45
N -0.83 0.52 -0.23 0.74
C -0.22 1.57 0.44 -2.49
C 0.20 1.51 1.78 0.27
C -1.89 -0.13 -2.30 0.71
C -2.25 0.17 -3.61 -0.59
C -2.51 -0.85 -4.49 -0.74
C -2.44 -2.18 -4.05 -0.72
C -2.07 -2.47 -2.78 -0.02
C -1.78 -1.47 -1.86 -0.01
H 1.87 3.87 5.48 0.39
H 1.18 4.71 4.09 0.34
H 2.76 3.84 3.93 0.41
H 2.01 1.20 5.41 0.50
H 3.00 1.37 3.95 0.34
H 1.56 0.37 3.91 0.34
H -0.19 2.25 5.67 0.49
H -0.79 1.49 4.21 0.32
H -0.94 3.19 4.39 0.30
H 1.94 4.40 1.87 0.42
H 1.47 4.37 -0.49 0.38
H 0.00 0.66 2.38 0.69
H -2.36 1.22 -3.89 0.39
H -2.64 -0.69 -5.54 0.35
H -2.83 -2.99 -4.67 0.36
H -1.96 -3.49 -2.42 0.22
Cl -2.17 -1.76 5.11 -0.28
C -3.48 -0.99 4.33 0.36
C -4.55 -0.73 5.18 -0.75
C -5.66 0.04 4.72 -0.37
C -5.59 0.69 3.46 -0.56
C -4.40 0.54 2.75 0.56
Cl -4.37 1.41 1.24 -0.27
C -3.40 -0.40 2.99 -0.43
N -2.60 -0.80 2.09 -0.71
H -4.47 -1.07 6.18 0.41
H -6.55 0.15 5.39 0.24
H -6.35 1.38 3.04 0.27
C 1.58 -2.26 -4.49 -1.66
P 1.58 -0.95 -3.22 1.37
C 3.00 -1.47 -2.18 -1.24
C 2.32 0.51 -4.00 0.05
C 2.77 1.57 -3.17 -0.64
C 3.61 2.58 -3.68 -0.77
C 3.63 2.73 -5.07 -0.40
C 3.26 1.68 -5.85 -0.32
C 2.63 0.54 -5.35 -0.34
H 0.89 -1.99 -5.27 0.44
H 1.16 -3.19 -4.03 0.29
H 2.57 -2.47 -4.85 0.50
H 3.92 -0.98 -2.58 0.39
H 3.08 -2.56 -2.06 0.45
H 2.72 -1.05 -1.20 0.17
H 2.48 1.56 -2.13 0.47
H 4.13 3.25 -2.99 0.36
H 4.07 3.59 -5.61 0.31
H 3.50 1.73 -6.91 0.30
H 2.41 -0.35 -5.97 0.26
```

The energy comes out at -5415.2793 Eh. For the lowest unoccupied orbital energy, the calculation gives 3.888 eV. The calculation puts the molecular weight at 915.47 g/mol. The relative energy (zero: lowest compared OMol25 entry of this formula, charge and spin) comes out at 0.0 kcal per mole. As for the net charge: -2.

***

Maximum force per entry: 11.2; 2.5; 0.7; 0.5; 2.5; 3.8 eV/Å